<a>
18
Properties=species:S:1:pos:R:3:lowdin_charge:R:1 method="wB97M-V/def2-TZVPD" spin_multiplicity=1 homo_ev="-7.5 / -7.5" lumo_ha="0.031 / 0.029" homo_lumo_gap_ev="8.339 / 8.283"
C 1.21 -1.36 -2.03 -0.132
C 0.29 -0.96 -0.87 -0.331
C 1.05 -0.20 0.21 -0.133
C -1.10 2.20 0.73 -0.055
O -1.25 1.63 1.88 -0.156
C -1.70 0.44 2.16 -0.062
H 1.63 -0.47 -2.51 0.072
H 0.68 -1.94 -2.79 0.067
H 2.04 -1.97 -1.66 0.071
H -0.16 -1.86 -0.44 0.101
H -0.54 -0.35 -1.26 0.088
H 1.91 -0.77 0.55 0.076
H 1.41 0.76 -0.17 0.075
H -0.66 3.18 0.75 0.071
H -1.39 1.66 -0.17 0.072
H -1.76 0.21 3.21 0.067
H 0.41 -0.01 1.08 0.031
H -2.07 -0.18 1.35 0.078

***

<b>
18
Properties=species:S:1:pos:R:3:lowdin_charge:R:1 method="wB97M-V/def2-TZVPD" smiles=COC(C)(C)C spin_multiplicity=1 homo_ev=-9.6 lumo_ha=0.035 homo_lumo_gap_ev=10.574
C -0.53 -0.72 -1.84 -0.111
O -0.24 -1.19 -0.56 -0.158
C 0.05 -0.12 0.31 -0.592
C 1.15 0.90 -0.32 -0.036
C -1.23 0.64 0.68 -0.045
C 0.64 -0.79 1.58 -0.031
H 0.23 0.03 -2.06 0.057
H -1.52 -0.25 -1.90 0.090
H -0.47 -1.56 -2.53 0.094
H 1.07 1.38 -1.33 0.071
H 1.17 1.77 0.33 0.072
H 2.14 0.43 -0.34 0.084
H -1.61 1.21 -0.17 0.075
H -2.03 -0.03 1.02 0.093
H -1.02 1.35 1.50 0.085
H -0.13 -1.14 2.28 0.085
H 1.24 -1.66 1.30 0.087
H 1.27 -0.07 2.11 0.079

***

Compare the structures above. Which one is the least stable? <a> is.